The following is a quantum chemistry calculation of a 17-piece molecular cluster, C39H112O17 overall at a distorted geometry, from OMol25.

Values from the calculation:
- Total charge: 0
- Max |F|: 0.0607 Eh/bohr
- 2S+1: 1
- M: 853.308 g mol⁻¹
- HOMO: -9.4 eV
- Energy above the lowest of the compared OMol25 structures with the same formula, charge and spin: 0.0 kJ/mol
- LUMO: 0.37 eV

Last column: Mulliken charge in e.
Element x y z (Å)
C: -24.31473 -0.64948 7.72886  -2.88
C: -23.54902 0.32093 6.87960  1.97
C: -22.01682 0.24873 7.23577  -1.23
O: -23.75258 -0.06558 5.49063  1.63
H: -24.38916 -0.36540 8.75633  0.55
H: -23.89826 -1.64706 7.72629  0.13
H: -25.25835 -0.65514 7.30789  0.70
H: -23.97157 1.32238 7.04295  0.15
H: -21.53048 -0.69250 6.98486  0.24
H: -21.95744 0.29426 8.35074  0.41
H: -21.39378 1.07011 6.83184  -0.16
H: -22.90472 -0.01064 4.94881  -0.75
C: -18.77529 2.92967 11.80160  -1.24
C: -20.10573 2.44904 12.37791  0.79
C: -20.95833 3.57426 12.94450  -1.64
O: -20.80587 1.78236 11.27440  0.61
H: -18.15691 3.45241 12.59203  0.43
H: -18.92646 3.54660 10.92284  0.16
H: -18.20485 2.02785 11.55143  0.22
H: -19.90544 1.71327 13.10736  0.22
H: -20.49717 3.96354 13.85437  0.39
H: -21.88842 3.15063 13.16873  0.44
H: -21.18308 4.37855 12.22209  0.30
H: -20.41687 0.86096 11.23406  -0.20
C: -21.79429 -2.57974 2.48024  -1.82
C: -22.35188 -2.07620 3.78599  1.56
C: -22.10669 -3.01525 4.91192  -1.13
O: -21.61850 -0.85084 4.06412  -0.14
H: -22.30308 -3.56136 2.27431  0.44
H: -20.71151 -2.69663 2.49744  0.35
H: -22.12080 -1.85622 1.71798  0.32
H: -23.36227 -1.79994 3.68803  -0.26
H: -21.08282 -2.99065 5.25958  0.34
H: -22.33923 -4.03726 4.58453  0.53
H: -22.73629 -2.77879 5.79460  -0.34
H: -21.44427 -0.32465 3.28630  0.13
C: -27.18701 -3.03440 4.96464  -1.52
C: -25.71797 -3.05033 4.49213  2.18
C: -25.15236 -4.51142 4.34469  -1.23
O: -25.56638 -2.49588 3.18848  -0.68
H: -27.08567 -3.47509 5.95864  0.33
H: -27.85692 -3.63394 4.31367  0.38
H: -27.53815 -2.00361 5.05362  0.28
H: -25.14861 -2.48084 5.17789  -0.82
H: -24.32519 -4.48451 3.69934  0.30
H: -25.86337 -5.27048 3.94089  0.38
H: -24.81616 -4.90580 5.33987  0.10
H: -25.73533 -1.51733 3.31704  0.23
C: -21.06008 -1.26194 13.84591  -1.38
C: -20.24944 -1.91429 12.73678  0.84
C: -21.04807 -2.96619 12.03439  -0.95
O: -19.91121 -0.82192 11.87774  -0.39
H: -21.99696 -0.91227 13.38105  -0.01
H: -20.49679 -0.55637 14.44800  0.38
H: -21.40506 -2.01301 14.55199  0.49
H: -19.27428 -2.26575 13.13938  0.18
H: -21.40915 -2.64568 11.04869  0.01
H: -21.98983 -3.10711 12.57132  0.32
H: -20.50885 -3.92783 12.05756  0.32
H: -19.34263 -1.31708 11.20805  -0.06
C: -25.71184 -1.94458 13.45291  -1.41
C: -25.65784 -2.69497 12.08551  0.48
C: -26.62241 -2.13410 11.05283  -1.17
O: -24.33569 -2.77632 11.42550  -0.04
H: -25.56365 -0.86267 13.43739  0.20
H: -24.97934 -2.39277 14.13027  0.33
H: -26.68941 -2.23183 13.80210  0.51
H: -25.91552 -3.73380 12.30344  0.33
H: -26.19645 -1.13871 10.81789  0.11
H: -27.56790 -1.95890 11.54789  0.44
H: -26.78131 -2.71438 10.19828  0.33
H: -24.02699 -1.82512 11.51321  -0.08
C: -19.36820 -2.99992 8.64519  -0.56
C: -18.04431 -2.99011 9.27719  0.42
C: -16.96669 -2.54951 8.30029  -1.07
O: -18.10849 -2.11943 10.44702  -0.45
H: -19.77274 -2.00278 8.46490  -0.14
H: -20.19338 -3.50608 9.19796  -0.27
H: -19.45211 -3.50221 7.69429  0.60
H: -17.70457 -3.90604 9.72017  0.48
H: -16.80359 -3.24798 7.50194  0.48
H: -16.03772 -2.37040 8.89920  0.39
H: -17.27987 -1.63337 7.79278  -0.08
H: -17.18669 -2.06206 10.72337  0.20
C: -27.16589 3.36275 5.53441  -1.23
C: -26.42679 3.61386 4.23355  0.15
C: -24.95456 3.23394 4.42360  -0.11
O: -26.81800 2.79595 3.12230  -0.59
H: -28.19502 3.19255 5.36023  0.46
H: -27.05599 4.16946 6.26591  0.35
H: -26.80965 2.45342 6.08603  0.21
H: -26.45021 4.66436 3.94199  0.42
H: -24.43490 3.03839 3.47365  -0.05
H: -24.88716 2.31303 4.96526  -0.40
H: -24.40802 3.97436 4.97678  0.51
H: -27.77565 2.56122 3.19718  0.35
C: -22.22266 2.85924 0.79539  -1.63
C: -22.46270 1.75613 1.82035  1.99
C: -23.44833 0.71100 1.38013  -1.35
O: -21.25794 0.95730 2.09196  -0.46
H: -21.37108 3.43007 1.13015  0.41
H: -23.13139 3.52651 0.79770  0.32
H: -21.95170 2.45187 -0.16745  0.37
H: -22.86218 2.12059 2.78870  -0.78
H: -22.90869 0.15294 0.54318  0.37
H: -24.36616 1.09490 0.96813  0.45
H: -23.70156 0.03711 2.23504  0.10
H: -20.52274 1.58039 2.21283  0.08
C: -21.76214 -6.86490 8.74522  -1.49
C: -22.55651 -5.95846 9.65654  0.73
C: -23.12291 -4.71176 8.88434  -0.45
O: -23.68314 -6.75355 10.08944  -0.60
H: -20.96671 -6.50385 8.11296  0.31
H: -22.50516 -7.25050 8.05314  0.37
H: -21.35690 -7.71549 9.36893  0.33
H: -21.95250 -5.74237 10.56580  0.04
H: -23.61875 -3.98049 9.52013  -0.10
H: -23.93844 -5.01284 8.21298  0.59
H: -22.40573 -4.25137 8.21777  -0.01
H: -24.16794 -6.26019 10.74658  0.31
C: -18.63538 0.97777 8.25834  0.13
C: -17.41945 1.87342 8.12596  1.04
C: -16.17429 1.10014 7.88626  -1.67
O: -17.51893 2.71232 6.93533  -0.49
H: -19.50179 1.56880 8.54372  -0.06
H: -18.44597 0.22188 8.99751  0.07
H: -18.84446 0.64211 7.28023  -0.05
H: -17.28915 2.52314 9.07978  -0.09
H: -16.26020 0.50214 6.96687  0.25
H: -16.02789 0.32715 8.62652  0.37
H: -15.31346 1.82214 7.77362  0.38
H: -18.43604 3.09375 6.99002  0.41
C: -21.30311 3.92013 4.72044  0.09
C: -20.20095 4.51551 5.49997  0.50
C: -20.55810 5.96713 6.02267  -1.56
O: -19.98085 3.71212 6.67266  -0.41
H: -21.16336 2.84127 4.65415  -0.53
H: -21.46052 4.21596 3.63352  0.31
H: -22.32354 4.04455 5.15657  -0.22
H: -19.26812 4.54743 4.97347  0.41
H: -21.35264 5.95618 6.81132  0.25
H: -20.78313 6.60481 5.19212  0.45
H: -19.75282 6.36280 6.62475  0.43
H: -20.68984 3.90656 7.29878  0.10
C: -18.71853 0.75247 4.06904  -0.65
C: -17.98621 1.79575 3.15755  0.64
C: -16.83427 1.28967 2.36860  -1.43
O: -18.96104 2.47113 2.32213  -0.54
H: -19.60663 1.23444 4.50036  -0.22
H: -17.99803 0.48465 4.82741  0.32
H: -18.89834 -0.23754 3.57131  0.28
H: -17.69849 2.57522 3.89876  0.03
H: -17.21412 0.67283 1.50600  0.33
H: -16.25024 0.66925 3.06726  0.36
H: -16.16043 2.07471 1.98533  0.40
H: -18.45260 3.05938 1.75792  0.28
O: -24.33373 2.21063 10.16895  -0.53
H: -25.12920 2.71616 10.23477  0.20
H: -23.56332 2.74319 9.97409  0.39
O: -23.67558 0.09175 11.68766  -0.35
H: -22.91501 0.45361 12.20318  0.09
H: -24.06621 0.90127 11.28668  0.25
O: -22.08159 3.18014 9.00963  -0.93
H: -22.21667 2.39418 8.45451  0.27
H: -21.41425 2.85543 9.60595  0.29
O: -26.35109 0.23595 4.80922  -0.66
H: -25.40834 0.16041 4.96569  -0.31
H: -26.37054 0.79043 4.02615  0.48